No. 1
Entry from the Open Molecules 2025 dataset: a structure of composition C4H4HoLiO5 at a distorted geometry (ωB97M-V/def2-TZVPD).

XYZ file:
```
15
Properties=species:S:1:pos:R:3:mulliken_spin:R:1
O -0.2012 -4.1548 -0.1516 0.083
C -1.3484 -3.7521 0.0321 0.727
O -1.6961 -2.5461 0.0044 0.111
Li -2.8503 -1.3289 0.8252 0.000
Ho 0.5877 -2.1522 -0.1814 4.098
C 1.2814 0.1680 -1.2300 -0.011
C 1.8343 0.7726 -0.1815 -0.002
H 0.7115 0.2053 -2.1645 0.001
H 2.8128 0.5151 0.2309 0.001
O -0.4287 2.9082 1.4056 -0.001
C -0.0311 1.8777 0.7606 0.000
O -0.7287 1.3636 -0.1742 -0.004
O 1.2447 1.6985 0.7457 0.000
H -1.3955 2.9940 1.4094 0.000
H 0.2074 1.4311 -1.3308 -0.003
```

- net charge = +3
- relative energy (zero: lowest compared OMol25 entry of this formula, charge and spin) (eV) = 4.962
- HOMO-LUMO gap (spin up / spin down) (eV) = 6.2 / 6.2
- spin multiplicity = 6


No. 2
Entry from the Open Molecules 2025 dataset: a cluster of 2 separate species, C4H4I2O2 in total at a distorted geometry (ωB97M-V/def2-TZVPD).

XYZ file:
```
12
Properties=species:S:1:pos:R:3:lowdin_charge:R:1
C 0.6485 0.8091 2.0777 -0.453
C 0.2714 0.1013 -0.8109 -0.346
C -0.8301 0.8209 -0.5673 -1.246
C 0.2415 -1.3967 -0.6944 -0.127
O -0.3809 0.6663 2.6089 0.172
O 1.6671 1.0104 1.5766 0.197
I -0.9259 2.9497 -0.7469 0.737
I -2.7489 0.0536 -0.1605 0.817
H 1.1250 0.3772 -1.2586 0.063
H 0.1188 -1.8200 -1.6482 0.059
H -0.4888 -1.7402 -0.0648 -0.012
H 1.3022 -1.8319 -0.3117 0.139
```

- net charge = 0
- relative energy (zero: lowest compared OMol25 entry of this formula, charge and spin) (eV) = 0.673
- HOMO-LUMO gap (eV) = 9.0
- spin multiplicity = 1


No. 3
Entry from the Open Molecules 2025 dataset: a structure of composition C4H4KLi2O5 at a distorted geometry (ωB97M-V/def2-TZVPD).

XYZ file:
```
16
Properties=species:S:1:pos:R:3:lowdin_charge:R:1
O 3.7831 -0.5506 -0.2734 -0.077
C 2.8314 0.2398 -0.0635 -0.823
O 2.9229 1.4830 -0.2041 -0.071
K 6.2983 1.4419 -0.8345 0.932
O 1.6460 -0.2812 0.2992 -0.004
C 0.4688 0.4299 -0.0487 -0.168
C -0.6967 -0.5062 0.1980 -0.158
H 0.4969 0.7318 -1.1050 0.136
H 0.3712 1.3395 0.5597 0.136
H -0.6608 -1.3536 -0.5008 0.143
H -0.7039 -0.8915 1.2270 0.139
O -1.8729 0.2684 -0.0114 -0.154
C -3.1069 -0.2302 0.2336 -0.468
O -3.1638 -1.3184 0.8181 -0.188
Li -4.9259 -1.5563 1.2339 0.828
Li -3.6876 0.7538 -1.5282 0.795
```

- net charge = +1
- relative energy (zero: lowest compared OMol25 entry of this formula, charge and spin) (eV) = 1.003
- HOMO-LUMO gap (eV) = 5.7
- spin multiplicity = 1


No. 4
Entry from the Open Molecules 2025 dataset: a structure of composition C4H4LiMgO5 at a distorted geometry (ωB97M-V/def2-TZVPD).

XYZ file:
```
15
Properties=species:S:1:pos:R:3:lowdin_charge:R:1
O 0.5977 -1.1399 1.4639 -0.190
C 0.5899 0.0133 2.0510 -0.759
O 0.6444 0.0803 3.2873 0.009
O 0.5741 1.1206 1.3393 0.027
C 1.1382 1.2334 -0.0060 -0.240
C 0.2567 0.6460 -1.0917 -0.203
H 2.1225 0.7418 0.0012 0.126
H 1.2874 2.3185 -0.0913 0.133
H 0.8829 0.5260 -1.9927 0.039
H -0.5003 1.3875 -1.3906 0.047
O -3.1374 -0.5903 -2.9776 0.297
O -1.9882 -1.7671 -1.3951 0.095
C -2.7493 -1.3633 -2.1998 -0.292
Li 0.4944 -1.8807 3.3349 0.855
Mg -0.2130 -1.3263 -0.3328 1.057
```

- net charge = +1
- relative energy (zero: lowest compared OMol25 entry of this formula, charge and spin) (eV) = 0.000
- HOMO-LUMO gap (eV) = 7.8
- spin multiplicity = 1


No. 5
Entry from the Open Molecules 2025 dataset: a structure of composition C4H4LiO5 at a distorted geometry (ωB97M-V/def2-TZVPD).

XYZ file:
```
14
Properties=species:S:1:pos:R:3:lowdin_charge:R:1
O 1.4902 0.2881 2.4460 0.267
C 2.1932 0.4380 1.5311 -0.346
O 0.6831 -0.9627 -0.9709 0.027
H -3.3522 -0.9717 -1.0497 0.145
Li 2.2127 0.1362 -1.4249 0.854
O 2.6772 0.6120 0.4795 0.118
O -1.4349 -1.4408 -0.4416 0.115
C -2.6597 -0.7086 -0.2447 -0.054
C -2.2060 0.7555 -0.2871 -0.059
O -0.7825 0.6475 -0.4644 0.076
C -0.4201 -0.6171 -0.5465 -0.572
H -3.0763 -1.0027 0.7239 0.143
H -2.3979 1.2987 0.6427 0.142
H -2.6117 1.3102 -1.1389 0.143
```

- net charge = +1
- relative energy (zero: lowest compared OMol25 entry of this formula, charge and spin) (eV) = 0.000
- HOMO-LUMO gap (eV) = 11.6
- spin multiplicity = 1


No. 6
Entry from the Open Molecules 2025 dataset: a structure of composition C4H4LiO5Tb at a distorted geometry (ωB97M-V/def2-TZVPD).

XYZ file:
```
15
Properties=species:S:1:pos:R:3:mulliken_spin:R:1
O 3.7063 0.7186 1.7582 0.031
C 3.7073 -0.4886 1.5241 -0.828
O 2.8296 -1.0892 0.8570 -0.055
Li 1.8436 -2.6768 0.8252 -0.003
Tb 1.7739 0.9534 0.9228 7.622
C -0.1615 1.3867 -1.0275 0.216
C -1.2307 1.5554 -0.2559 -0.064
H 0.2300 1.9331 -1.8841 0.016
H -1.4343 2.4076 0.3952 0.017
O -2.7747 -1.5565 0.0317 0.006
C -1.7808 -0.7546 -0.0737 -0.015
O -0.7529 -1.0848 -0.7432 0.034
O -2.0977 0.4790 0.1259 -0.010
H -3.2318 -1.7035 -0.8117 -0.001
H -0.6260 -0.0797 -1.6440 0.034
```

- net charge = +3
- relative energy (zero: lowest compared OMol25 entry of this formula, charge and spin) (eV) = 4.185
- HOMO-LUMO gap (spin up / spin down) (eV) = 7.3 / 5.0
- spin multiplicity = 8


No. 7
Entry from the Open Molecules 2025 dataset: a structure of composition C4H4LuO2 at a distorted geometry (ωB97M-V/def2-TZVPD).

XYZ file:
```
11
Properties=species:S:1:pos:R:3:mulliken_spin:R:1
O 0.5210 1.1384 -2.7907 0.264
C -0.1910 0.6147 -2.0635 0.074
C -0.0249 -0.4153 -1.1628 0.555
C -0.6150 -0.5066 0.1644 0.065
C 0.2942 -0.6486 1.3391 -0.019
H -1.6202 -0.9264 0.2435 0.043
H -0.1090 -1.1740 2.2050 0.002
H 1.3742 -0.6251 1.1916 -0.002
H 1.0075 -0.8377 -1.5984 0.005
Lu -0.2746 2.7952 1.4327 0.006
O -0.3621 0.5854 1.0391 0.008
```

- net charge = +4
- relative energy (zero: lowest compared OMol25 entry of this formula, charge and spin) (eV) = 3.560
- HOMO-LUMO gap (spin up / spin down) (eV) = 6.5 / 8.2
- spin multiplicity = 2


No. 8
Entry from the Open Molecules 2025 dataset: a cluster of 2 separate species, C4H4N in total at a distorted geometry (ωB97M-V/def2-TZVPD).

XYZ file:
```
9
Properties=species:S:1:pos:R:3:lowdin_charge:R:1
C -2.7244 0.4763 -0.1178 0.035
C 2.3812 1.0659 -0.0417 0.432
C -1.7655 -0.1983 -0.0347 -0.045
C 1.7332 -0.0231 -0.1218 -0.085
N 0.9079 -0.8867 0.0102 0.326
H -3.6304 0.7430 -0.6337 0.051
H 3.3047 1.5651 0.0990 0.102
H -1.2189 -0.8809 0.6231 0.028
H 1.0122 -1.8613 0.2174 0.157
```

- net charge = +1
- relative energy (zero: lowest compared OMol25 entry of this formula, charge and spin) (eV) = 4.919
- HOMO-LUMO gap (spin up / spin down) (eV) = 5.0 / 5.0
- spin multiplicity = 1


No. 9
Entry from the Open Molecules 2025 dataset: an isolated molecule of C4H4N2 at a distorted geometry (ωB97M-V/def2-TZVPD).

XYZ file:
```
10
Properties=species:S:1:pos:R:3:lowdin_charge:R:1
C 0.4829 0.8581 -0.1497 -0.142
C 1.2161 -0.3925 0.0445 -0.139
N 0.7585 -1.5958 0.0016 0.048
N -0.5736 -1.7039 -0.1469 -0.143
C -1.7495 -1.7033 -0.1876 0.035
C -0.7917 1.0326 0.2073 0.025
H 1.0331 1.6342 -0.6820 0.099
H 2.3013 -0.3640 0.1191 0.111
H -1.3292 0.3492 0.8531 0.040
H -1.3345 1.9265 -0.0652 0.067
```

- net charge = 0
- relative energy (zero: lowest compared OMol25 entry of this formula, charge and spin) (eV) = 3.360
- HOMO-LUMO gap (eV) = 9.9
- spin multiplicity = 1


No. 10
Entry from the Open Molecules 2025 dataset: a cluster of 3 separate species, C4H4N2 in total at a distorted geometry (ωB97M-V/def2-TZVPD).

XYZ file:
```
10
Properties=species:S:1:pos:R:3:lowdin_charge:R:1
C -1.1480 -0.5423 0.8868 -0.062
C -1.6982 -0.6995 -0.1696 -0.037
H -1.0272 -0.5453 1.9372 0.028
H -2.3305 -0.8902 -0.9955 0.018
C 1.7129 0.7098 0.1191 -0.037
C 1.1359 0.2109 1.0473 -0.062
H 2.3660 1.1626 -0.5786 0.018
H 0.9861 -0.1355 2.0350 0.028
N -0.4491 0.0984 -2.1265 0.052
N 0.5222 0.6097 -2.0256 0.052
```

- SMILES = C#C.C#C.N#N
- net charge = 0
- relative energy (zero: lowest compared OMol25 entry of this formula, charge and spin) (eV) = 4.577
- HOMO-LUMO gap (eV) = 10.6
- spin multiplicity = 1


Copy entry 10 word for word.
Entry from the Open Molecules 2025 dataset: a cluster of 3 separate species, C4H4N2 in total at a distorted geometry (ωB97M-V/def2-TZVPD).

XYZ file:
```
10
Properties=species:S:1:pos:R:3:lowdin_charge:R:1
C -1.1480 -0.5423 0.8868 -0.062
C -1.6982 -0.6995 -0.1696 -0.037
H -1.0272 -0.5453 1.9372 0.028
H -2.3305 -0.8902 -0.9955 0.018
C 1.7129 0.7098 0.1191 -0.037
C 1.1359 0.2109 1.0473 -0.062
H 2.3660 1.1626 -0.5786 0.018
H 0.9861 -0.1355 2.0350 0.028
N -0.4491 0.0984 -2.1265 0.052
N 0.5222 0.6097 -2.0256 0.052
```

- SMILES = C#C.C#C.N#N
- net charge = 0
- relative energy (zero: lowest compared OMol25 entry of this formula, charge and spin) (eV) = 4.577
- HOMO-LUMO gap (eV) = 10.6
- spin multiplicity = 1


Which formula does entry 4 have?
C4H4LiMgO5